Entry 1:
The following is a quantum chemistry calculation of C9H10BrNO3 in the gas phase in a non-equilibrium geometry, from the Open Molecules 2025 dataset.

Properties
frontier orbital gap: 7.89 eV
ΔE to the lowest compared entry with this formula, charge and spin: 303.6 kJ/mol
LUMO level: 0.29 eV
SMILES string: CO/C=C1\C=CC=C[C@H]1O/[N+]([O-])=C\Br
HOMO level: -7.596 eV

```
24
Properties=species:S:1:pos:R:3:forces:R:3
C 3.14509 -1.08044 -0.68725 0.255 -2.749 2.060
O 2.45803 0.08118 -0.36421 -1.041 0.006 0.340
C 1.31092 -0.14635 0.35292 -0.135 1.367 -0.455
C 0.23831 0.67254 0.28680 1.645 -0.697 -0.166
C 0.08854 1.81477 -0.54589 0.674 1.580 -1.757
C -0.95222 2.66636 -0.34228 0.828 0.513 -0.952
C -2.01715 2.38228 0.55963 -2.058 -1.198 1.123
C -2.04791 1.17695 1.18851 1.094 2.406 -1.004
C -0.86020 0.29751 1.19305 -0.523 0.816 -1.532
O -1.23946 -1.03887 0.95271 -0.853 -1.909 -0.310
N -1.27511 -1.38288 -0.44292 1.045 2.074 0.749
O -1.45466 -0.49331 -1.27541 -0.980 -0.035 0.209
C -0.83424 -2.55111 -0.68650 -1.097 -2.381 -3.640
Br -0.42351 -3.80419 0.55821 0.329 -0.738 0.873
H 4.20074 -0.92713 -0.50516 0.231 0.032 -0.112
H 2.98093 -1.46982 -1.65694 -0.253 0.303 -1.509
H 2.81806 -2.03170 -0.06543 0.549 1.981 -0.541
H 1.33596 -0.96708 1.06393 0.125 -0.121 -0.135
H 0.87294 1.91576 -1.37190 -1.328 0.252 1.295
H -1.20450 3.58920 -0.87218 1.038 -0.388 -0.476
H -2.89919 3.11636 0.55191 1.370 -1.364 0.292
H -2.81903 0.81338 1.77346 -1.704 -0.358 1.047
H -0.37902 0.31492 2.12069 0.012 -0.577 2.018
H -1.04331 -2.94834 -1.78577 0.777 1.185 2.586
```
Forces are in eV/Å.

Atomic partial charges in e from the natural (NBO) method, atoms 1 to 4:
1. C -0.243
2. O -0.504
3. C 0.157
4. C -0.144

***

Entry 2:
The following is a quantum chemistry calculation of C9H10ClHfN5O2 as an isolated structure in a non-equilibrium geometry, from the Open Molecules 2025 dataset.

Properties
frontier orbital gap: 5.93 eV
charge: +2
LUMO level: -10.90 eV
HOMO level: -16.828 eV

```
28
Properties=species:S:1:pos:R:3:forces:R:3
Cl 0.93839 -2.19835 -2.86210 -1.439 1.664 2.079
C 2.07514 -0.92620 0.78780 0.003 1.786 -0.444
C 1.51406 0.38134 1.07916 1.258 -0.521 -1.456
C 1.70441 1.21195 -0.08932 0.979 -1.739 0.007
H 1.06550 0.68143 1.99306 -0.237 0.189 0.600
C 2.37344 0.41781 -1.11763 -0.353 0.012 2.697
C 2.59478 -0.89013 -0.54184 -0.377 0.946 0.382
H 3.01256 -1.71743 -1.08194 0.205 -0.177 -0.021
H 2.08339 -1.76077 1.45422 0.069 -0.396 0.315
H 1.41470 2.23364 -0.19335 -0.108 0.585 -0.019
C 2.75997 0.85979 -2.45003 0.234 0.189 -1.315
Hf 0.20731 -0.52734 -0.66052 5.278 0.032 1.887
C -0.88889 0.14821 -2.25116 -6.102 4.761 -9.595
O -1.52316 0.58744 -3.12696 3.173 -2.430 4.453
C -0.93614 -2.23239 -0.40244 -3.973 -7.696 0.882
O -1.51975 -3.20313 -0.33636 1.269 2.485 -0.148
H 2.04608 1.58499 -2.85593 0.221 0.005 -0.001
H 2.79924 0.00212 -3.13003 0.104 0.239 0.030
H 3.75066 1.33465 -2.43470 -0.216 -0.093 0.035
N -3.77956 -0.17936 3.38431 2.136 1.298 -2.778
N -2.95379 0.24529 2.30228 0.020 -1.790 0.741
N -3.07179 1.45752 1.71949 0.910 -1.873 0.143
C -2.13716 1.36557 0.77294 0.182 0.382 -0.515
N -1.47442 0.18250 0.75103 -1.523 0.130 1.360
N -2.00679 -0.57937 1.76764 -1.554 2.377 0.189
H -3.65964 -1.09224 3.75629 0.438 -0.656 -0.090
H -4.47454 0.44816 3.72237 -0.240 0.698 -0.145
H -1.91398 2.16431 0.04372 -0.359 -0.410 0.728
```
Forces are in eV/Å.

Atomic partial charges in e from the natural (NBO) method, atoms 1 to 4:
1. Cl -0.358
2. C -0.355
3. C -0.338
4. C -0.389

***

Entry 3:
The following is a quantum chemistry calculation of a 2-piece molecular cluster, C9H10ClIN3OS overall in a non-equilibrium geometry, from the Open Molecules 2025 dataset.

Properties
frontier orbital gap: 4.36 eV
charge: -1
LUMO level: 1.32 eV
HOMO level: -3.040 eV

```
26
Properties=species:S:1:pos:R:3:forces:R:3
N -2.66064 -4.38911 -1.72418 1.257 0.890 0.456
C -1.91761 -3.22009 -1.40362 0.021 4.318 0.326
C -2.59267 -1.80783 -1.57059 2.627 -1.590 0.774
Cl -4.30693 -1.80565 -2.24604 2.156 -0.014 0.916
C -1.91829 -0.43598 -1.21112 3.520 -2.521 1.259
I -2.97959 1.43684 -1.43478 0.829 -1.419 0.174
C -0.45037 -0.39795 -0.65454 -3.491 -2.674 -1.441
C 0.25928 -1.80304 -0.48427 -0.150 0.915 0.105
N 1.60252 -1.88692 0.04964 -4.612 -3.535 -2.213
S 1.84715 -3.59546 0.01005 -1.640 0.995 -0.597
N 0.41877 -4.32981 -0.61857 -0.541 5.562 0.359
C -0.43624 -3.18172 -0.84832 0.470 0.051 0.134
H -2.34981 -5.00845 -2.45982 -0.037 0.235 0.373
H -3.55652 -4.56338 -1.29269 0.284 0.267 -0.254
H 0.05256 0.60189 -0.36547 -0.500 -1.006 -0.070
C 2.70538 2.95535 0.67865 0.651 0.692 0.179
C 1.23494 3.23706 1.04266 0.762 -1.681 0.785
C 1.08961 3.24166 2.57648 0.355 0.715 0.484
O 0.48635 2.23971 0.55660 -1.278 -0.444 -1.117
H 3.05062 1.98816 1.06154 -0.306 0.016 0.005
H 2.85559 2.96157 -0.40657 -0.197 -0.036 0.075
H 3.36194 3.72800 1.10354 0.187 0.049 -0.026
H 1.03632 4.27646 0.71700 -0.377 0.243 -0.353
H 1.37932 2.28430 3.02448 -0.043 -0.029 -0.302
H 0.05894 3.45724 2.87895 0.036 -0.081 -0.199
H 1.72938 4.01715 3.02101 0.017 0.082 0.167
```
Forces are in eV/Å.

Atomic partial charges in e from the natural (NBO) method, atoms 1 to 4:
1. N -0.867
2. C 0.120
3. C -0.050
4. Cl -0.044

***

Entry 4:
The following is a quantum chemistry calculation of C9H10ClN3O in the gas phase in a non-equilibrium geometry, from the Open Molecules 2025 dataset.

Properties
frontier orbital gap: 9.12 eV
ΔE to the lowest compared entry with this formula, charge and spin: 0.0 kJ/mol
LUMO level: 0.74 eV
SMILES string: [H]/N=C1/c2ccc(OC)cc2NCN1Cl
HOMO level: -8.381 eV

```
24
Properties=species:S:1:pos:R:3:forces:R:3
H -1.00555 2.67447 -3.68690 -0.150 0.086 0.248
N -0.51430 2.01720 -3.09063 0.485 -0.092 -0.523
C -0.95539 1.88160 -1.92863 -2.309 1.479 0.266
C -0.40248 0.93967 -0.96985 0.123 -0.314 0.578
C 0.67933 0.14334 -1.33934 -0.168 0.104 0.168
C 1.13537 -0.86848 -0.52431 0.196 -0.247 0.081
C 0.48616 -1.12721 0.68608 -0.246 0.159 -0.028
O 0.83007 -2.11995 1.54733 -0.270 0.286 -0.030
C 1.92510 -2.94601 1.22159 0.180 -0.121 -0.054
C -0.58160 -0.32511 1.07623 0.089 -0.209 0.003
C -1.01128 0.72725 0.27910 0.533 -0.214 -0.124
N -1.98472 1.59732 0.74245 -0.384 0.154 -0.006
C -2.15996 2.81928 0.00923 0.138 0.530 0.605
N -2.22116 2.54067 -1.40857 1.376 -1.071 -1.378
Cl -2.76196 3.88109 -2.35954 0.312 -0.341 0.407
H 1.13726 0.33037 -2.29742 0.046 -0.008 -0.090
H 1.97624 -1.46507 -0.83828 0.065 -0.050 -0.031
H 2.00125 -3.66655 2.03395 0.029 0.034 -0.073
H 2.85502 -2.37181 1.15905 -0.054 -0.029 -0.014
H 1.76039 -3.47871 0.28020 0.010 0.027 0.039
H -1.06581 -0.51965 2.02030 0.012 0.015 0.176
H -2.81431 1.17517 1.12963 0.029 0.024 -0.078
H -3.09068 3.30681 0.31238 0.189 -0.114 -0.021
H -1.31367 3.49081 0.25207 -0.233 -0.087 -0.119
```
Forces are in eV/Å.

Atomic partial charges in e from the natural (NBO) method, atoms 1 to 4:
1. H 0.362
2. N -0.670
3. C 0.418
4. C -0.172